No. 1
33
Properties=species:S:1:pos:R:3:forces:R:3 method="wB97M-V/def2-TZVPD" energy_ha=-2464.281571 orbital_gap_ev=6.1 e_homo_ha=-0.25639
C -2.76942 1.26620 -2.73718 0.815 1.039 -0.244
S -2.41219 0.50041 -1.17861 -2.463 -0.703 0.901
O -3.15712 1.12375 -0.12307 0.733 1.098 -0.138
O -2.67579 -0.90015 -1.32015 0.932 -0.158 -0.601
C -0.53419 0.69820 -0.85933 -0.404 -2.203 0.006
O 0.01463 1.68811 -1.70513 0.006 0.348 -0.127
C -0.40244 2.89288 -1.39543 0.330 -0.172 0.757
N -0.69610 3.89084 -0.90164 -0.103 0.105 -0.456
O -0.04073 -0.51119 -1.23442 1.036 0.223 -0.856
C 0.21257 -1.42884 -0.15163 -0.995 -0.570 1.038
C 1.58417 -2.12437 -0.19731 -0.417 1.085 -0.290
S 2.44271 -2.32975 1.36770 1.405 -1.576 -0.070
O 1.80345 -3.36687 2.11504 -0.843 0.480 0.095
O 3.81580 -2.56504 1.01299 0.042 0.625 -0.167
C -0.20912 -0.64349 1.11875 0.503 -0.601 -0.107
S -1.73374 -1.11282 1.91666 -0.576 -0.695 -0.377
N -0.14891 0.80072 0.56209 -0.465 0.733 0.797
B 1.33272 1.16790 0.81374 1.074 0.500 -0.012
O 2.29501 0.84606 -0.12893 -0.865 0.379 0.095
O 1.63569 1.78494 1.95444 -0.465 0.233 -0.566
H -2.05764 0.97308 -3.50778 -0.072 -0.332 0.073
H -3.78810 1.02096 -3.02334 -0.013 -0.376 0.270
H -2.70843 2.35205 -2.63568 -0.037 -0.040 0.173
H -0.52443 -2.22373 -0.22014 -0.108 0.109 -0.401
H 2.24975 -1.61818 -0.89299 0.106 0.060 0.157
H 1.42605 -3.14401 -0.54191 0.240 -0.112 0.133
H 2.39584 -1.15434 2.05996 -0.343 -0.022 -0.164
H 0.45220 -0.59170 2.01101 0.181 -0.155 -0.213
H -2.01113 -2.17673 1.11362 -0.031 0.591 -0.365
H -0.74229 1.37638 1.18060 -0.209 0.011 -0.286
H 2.43994 1.61925 -0.69210 0.359 -0.333 -0.257
H 2.55167 2.09243 1.89619 0.049 -0.131 0.500
I -0.05197 -0.20586 4.33181 0.597 0.562 0.701

No. 2
6
Properties=species:S:1:pos:R:3:forces:R:3 method="wB97M-V/def2-TZVPD" energy_ha=-720.675398 total_charge=-2 orbital_gap_ev=8.5 e_homo_ha=-0.05149
N 1.10484 0.31896 -0.21671 0.367 -1.295 0.804
N 2.23020 -0.18259 -0.32156 1.100 -3.488 1.594
O 0.74599 1.48191 -0.54306 -0.409 0.460 -0.305
O 2.18437 -1.54830 0.40014 -0.103 3.804 -2.139
Cl -6.80638 0.33601 0.40459 -0.168 -0.001 0.014
H 0.54098 -0.40598 0.27660 -0.786 0.521 0.031

No. 3
64
Properties=species:S:1:pos:R:3:forces:R:3 method="wB97M-V/def2-TZVPD" s2=0.7631 multiplicity=2 energy_ha=-4488.807724 total_charge=+2 orbital_gap_ev="6.5 / 5.3" e_homo_ha="-0.50810 / -0.50800"
Ir 0.99556 -0.15696 0.41751 0.216 0.362 -0.261
O 4.91083 0.83809 1.20503 -0.025 0.001 -0.096
C 3.69843 0.71701 0.75719 -0.128 0.031 0.185
O 2.72765 0.46255 1.48258 0.181 -0.040 -0.116
C 3.48966 1.02704 -0.68322 -0.022 -0.002 -0.037
C 4.44383 1.51831 -1.55575 -0.114 0.008 -0.091
C 4.00601 1.98010 -2.79721 -0.070 -0.102 0.201
C 2.64135 2.02933 -3.06278 0.097 0.075 0.019
C 1.75619 1.53751 -2.11530 -0.153 -0.030 -0.033
N 2.19106 0.96909 -0.99724 0.202 -0.230 0.091
C 0.26079 1.75774 -2.04405 0.071 -0.207 -0.191
O -0.45254 1.92045 -3.14071 -0.048 0.070 0.094
O -0.24001 1.78591 -0.94800 0.243 0.552 -0.148
H 4.95264 0.70630 2.16937 -0.015 -0.011 0.022
H 5.48384 1.55651 -1.26571 0.025 0.014 -0.002
H 4.71518 2.35518 -3.52198 0.010 0.017 0.007
H 2.28873 2.49697 -3.97238 -0.042 -0.004 -0.007
H 0.03656 1.77512 -3.96158 0.076 0.028 -0.002
C -6.09401 1.69570 -0.67527 0.012 0.007 -0.018
C -4.60930 1.76645 -0.31882 0.039 0.037 -0.036
C -4.48158 1.78179 1.21044 -0.019 -0.010 -0.012
C -4.01832 3.06373 -0.89682 0.000 -0.052 0.036
C -3.82018 0.59201 -0.89589 -0.027 -0.048 -0.033
C -4.37986 -0.30546 -1.82593 0.062 0.008 0.018
C -3.66398 -1.35436 -2.36933 -0.017 0.043 0.007
C -2.34206 -1.51222 -1.97417 -0.054 -0.066 -0.003
S -1.21872 -2.76874 -2.40854 0.008 0.105 -0.015
C -0.04380 -2.05409 -1.40337 0.067 -0.068 0.104
N -0.44305 -0.95471 -0.78680 0.504 -0.223 -0.012
C -1.76399 -0.62203 -1.06852 -0.120 -0.091 0.034
C -2.49512 0.42370 -0.52654 -0.202 0.128 0.245
C 1.26903 -2.57978 -1.05004 -0.070 0.035 0.061
C 1.83276 -3.73877 -1.57893 -0.003 0.078 0.031
C 3.03093 -4.20861 -1.06689 0.014 0.098 0.092
C 3.64469 -3.53823 -0.01323 -0.050 -0.061 -0.094
C 3.09088 -2.37708 0.52090 0.067 0.081 0.160
C 1.91417 -1.88033 -0.01296 -0.098 -0.042 -0.178
H -6.61764 2.51938 -0.19171 -0.011 0.013 0.005
H -6.54968 0.76609 -0.33104 -0.013 -0.009 0.011
H -6.26313 1.79304 -1.74833 0.001 -0.012 -0.017
H -5.07072 2.60288 1.61765 -0.018 0.017 0.009
H -3.45269 1.93186 1.53917 0.037 -0.009 0.002
H -4.85208 0.85224 1.64507 -0.005 -0.010 0.008
H -4.56198 3.92495 -0.50930 -0.016 0.029 0.019
H -4.09411 3.07700 -1.98488 -0.008 -0.005 -0.023
H -2.96584 3.17786 -0.62768 -0.004 -0.002 0.004
H -5.40836 -0.18296 -2.12872 -0.027 0.000 0.000
H -4.12425 -2.03515 -3.07169 -0.018 -0.008 -0.003
H -2.02219 1.11810 0.16014 -0.219 -0.233 -0.076
H 1.33193 -4.27616 -2.37510 -0.007 -0.003 -0.001
H 3.47545 -5.10732 -1.46942 0.008 -0.015 0.000
H 4.56076 -3.92855 0.40891 0.021 -0.009 0.000
H 3.56700 -1.90620 1.37765 -0.069 -0.071 -0.158
Se -0.19535 -1.06274 2.18109 -0.318 -0.221 0.258
C 1.06350 -1.02008 3.62604 0.032 0.042 -0.062
C 1.84672 -2.13469 3.87406 0.017 -0.038 -0.025
C 2.76831 -2.04584 4.91156 -0.034 -0.040 -0.044
N 2.92440 -0.96074 5.65902 0.062 0.029 0.071
C 2.13897 0.08378 5.42273 -0.021 0.008 0.006
C 1.18464 0.11125 4.41365 -0.042 0.076 -0.028
H 1.75574 -3.04602 3.29706 -0.005 0.005 0.002
H 3.40486 -2.89034 5.14728 0.009 -0.016 0.000
H 2.27289 0.94353 6.06754 0.003 0.024 0.014
H 0.56864 0.98957 4.26421 0.027 -0.034 0.006

No. 4
75
Properties=species:S:1:pos:R:3:forces:R:3 method="wB97M-V/def2-TZVPD" energy_ha=-2204.026513 orbital_gap_ev="7.2 / 4.1" e_homo_ha="-0.26696 / -0.19728"
Na -0.25211 -2.26200 1.72193 -0.126 0.167 -0.061
C -3.48774 1.27867 5.19812 -0.004 -0.001 0.004
C -2.92606 1.28909 3.92674 0.007 -0.006 -0.001
C -2.18542 0.20771 3.48449 -0.012 -0.001 0.005
C -1.97951 -0.91848 4.29406 -0.006 0.004 -0.017
C -2.55220 -0.91991 5.57594 -0.002 0.027 0.009
C -3.29191 0.16689 6.01018 0.010 -0.018 -0.005
N -1.22754 -1.96274 3.76411 0.005 -0.137 0.092
N -1.06777 -2.96511 4.60872 -0.007 0.015 -0.025
C -0.37596 -4.04467 4.15666 -0.014 0.028 0.026
C -0.18475 -5.09695 5.09122 -0.007 0.013 -0.016
C 0.49960 -6.22087 4.72639 -0.004 0.013 -0.009
C 1.00734 -6.32260 3.41956 0.002 -0.020 0.004
C 0.78185 -5.26794 2.56863 -0.029 0.039 -0.014
N 0.11604 -4.15133 2.89610 0.063 -0.092 0.128
H -4.06835 2.12120 5.55047 0.001 0.001 -0.004
H -3.06554 2.14470 3.27638 0.000 -0.002 -0.001
H -1.74653 0.22537 2.49364 0.004 -0.001 -0.018
H -2.40340 -1.78101 6.20954 0.004 -0.005 -0.006
H -3.72602 0.14567 7.00283 -0.001 0.005 0.000
H -0.59637 -4.96698 6.08221 0.002 -0.005 0.001
H 0.64821 -7.02470 5.43676 0.001 0.000 0.001
H 1.55299 -7.19274 3.08370 -0.001 -0.001 0.006
H 1.15208 -5.30749 1.54726 0.005 -0.002 0.001
C -0.60104 -1.91993 -2.28074 -0.012 -0.002 0.000
C 0.70641 -2.12667 -1.59866 -0.033 -0.052 -0.028
N 0.86963 -2.37258 -0.32026 0.082 -0.009 -0.087
C 2.23026 -2.51478 -0.12363 0.001 0.016 -0.019
C 2.88679 -2.35342 -1.29755 -0.006 0.009 0.011
N 1.90725 -2.11807 -2.24178 0.004 0.117 -0.007
C 2.16019 -1.80437 -3.62833 0.015 -0.020 -0.037
N 2.50641 -0.42479 -3.85263 0.045 -0.052 -0.018
N 3.76529 -0.01098 -3.56549 -0.068 0.019 0.127
N 3.85943 1.24338 -3.76544 0.031 -0.009 -0.098
C 2.64096 1.70463 -4.22112 -0.003 -0.039 -0.011
C 2.24847 2.98504 -4.62093 -0.016 0.020 0.015
C 0.95450 3.13589 -5.06128 0.011 0.006 0.011
C 0.06409 2.04197 -5.11234 -0.022 -0.016 0.031
C 0.43835 0.77483 -4.72919 -0.010 0.025 0.054
C 1.75450 0.63036 -4.27782 -0.009 0.032 0.031
H -1.40162 -2.14779 -1.58076 0.011 -0.001 0.002
H -0.71180 -2.58075 -3.14285 -0.011 0.004 -0.001
H -0.72956 -0.88694 -2.61005 0.017 0.006 0.003
H 2.64313 -2.73276 0.84789 -0.002 0.002 -0.003
H 3.93075 -2.36460 -1.55652 0.002 -0.003 -0.001
H 1.28000 -2.04086 -4.22157 -0.008 0.007 0.004
H 2.99377 -2.41230 -3.97252 -0.003 -0.018 0.000
H 2.94471 3.81178 -4.58048 -0.004 0.003 -0.007
H 0.60439 4.10825 -5.38125 0.006 0.001 0.003
H -0.94882 2.20741 -5.45510 0.004 0.000 -0.015
H -0.25726 -0.05197 -4.77405 0.000 -0.012 -0.012
C 2.84315 4.88004 0.69905 -0.006 -0.009 -0.005
C 2.52680 4.60468 -0.62476 0.004 0.006 0.005
C 1.70545 3.53190 -0.93193 0.019 0.007 0.031
C 1.17245 2.72304 0.07766 0.024 0.016 -0.041
C 1.51249 3.00623 1.40448 -0.015 0.006 0.007
C 2.33813 4.07782 1.71234 0.001 -0.007 -0.006
Si 0.07241 1.28044 -0.31159 -0.028 0.009 0.007
C -1.54819 1.67199 -1.13593 0.008 0.012 -0.038
C -1.69792 2.70883 -2.06393 0.000 0.001 0.002
C -2.91864 2.94632 -2.67609 -0.003 -0.007 -0.010
C -4.01463 2.14450 -2.38404 0.013 0.000 -0.002
C -3.88687 1.11018 -1.46688 0.006 -0.005 0.006
C -2.66614 0.87794 -0.85141 0.001 0.000 -0.004
H 3.48832 5.71503 0.93988 0.001 0.001 -0.001
H 2.92960 5.22147 -1.41843 0.001 -0.003 0.002
H 1.49305 3.31494 -1.97224 -0.024 -0.012 -0.026
H 1.11969 2.39174 2.20678 -0.002 -0.003 -0.002
H 2.58584 4.28730 2.74491 -0.001 -0.003 0.001
H -0.24008 0.53121 0.93093 0.068 -0.054 0.024
H -0.85676 3.34944 -2.30103 0.015 0.001 0.001
H -3.01936 3.76438 -3.37879 0.005 -0.004 -0.002
H -4.96744 2.33133 -2.86228 -0.002 0.004 0.005
H -4.74174 0.49363 -1.22027 0.002 -0.003 0.001
H -2.58976 0.08181 -0.11761 0.001 -0.006 -0.001